Record 1
The following is a quantum chemistry calculation of 2 unconnected molecules or ions with the total composition C5H15N3 at a distorted geometry, from the Open Molecules 2025 dataset.

Charge   0
Energy   -363.54824 Ha
Max |F|   0.0514 Eh/bohr
Gap between HOMO and LUMO (alpha / beta)   7.6 / 7.7 eV
ΔE to the lowest compared entry with this formula, charge and spin   627.14 kJ/mol

XYZ file:
```
23
Properties=species:S:1:pos:R:3:mulliken_charge:R:1
H -0.261 -2.714 -0.266 0.35
H 0.853 1.764 1.752 0.36
H -1.772 -1.413 1.146 0.46
H -1.366 1.045 0.956 0.32
H 0.389 2.762 -0.662 0.22
N 0.418 1.841 -1.099 -0.81
C -0.908 0.325 0.263 0.14
H -2.808 -0.139 -0.608 0.43
C -0.747 -1.031 1.063 -0.67
N 1.436 -0.671 -1.065 -0.68
H 0.743 -0.651 -1.815 0.25
H 0.916 -2.456 1.111 0.40
H 2.240 1.488 0.646 0.31
H -1.866 1.037 -1.557 0.38
C 1.307 1.077 1.027 -1.01
N 0.415 0.843 -0.100 0.63
H -0.417 -0.780 2.073 0.35
H 1.295 1.710 -1.605 0.26
H 1.682 -1.611 -0.680 0.29
C -1.811 0.138 -0.950 -1.46
H 1.520 0.125 1.510 0.28
H -1.449 -0.676 -1.577 0.30
C 0.190 -2.012 0.436 -1.11
```

---

Record 2
The following is a quantum chemistry calculation of a molecular structure, C3H3CdO2 at a distorted geometry, from the Open Molecules 2025 dataset.

Charge   +2
Energy   -433.40025 Ha
<S²>   0.76
Max |F|   0.1398 Eh/bohr
Gap between HOMO and LUMO (alpha / beta)   4.0 / 6.5 eV
ΔE to the lowest compared entry with this formula, charge and spin   122.25 kJ/mol
2S+1   2

XYZ file:
```
9
Properties=species:S:1:pos:R:3:mulliken_charge:R:1
Cd -0.477 -2.589 -2.304 1.50
H 1.028 -0.445 1.423 0.32
C 0.135 -0.091 -0.821 0.57
H -0.806 -0.632 1.320 0.34
O -0.045 1.200 -0.745 -0.14
C -0.021 1.312 0.676 -0.05
H 0.528 2.173 1.053 0.34
O -0.428 -0.839 -1.595 -0.55
C 0.086 -0.088 0.993 -0.33
```

---

Record 3
The following is a quantum chemistry calculation of NO2P in the gas phase at a distorted geometry, from the Open Molecules 2025 dataset.

Charge   0
SMILES string   O=NP=O
Energy   -546.47986 Ha
Max |F|   0.0831 Eh/bohr
Gap between HOMO and LUMO (alpha / beta)   7.7 / 7.7 eV
ΔE to the lowest compared entry with this formula, charge and spin   9.39 kJ/mol

XYZ file:
```
4
Properties=species:S:1:pos:R:3:mulliken_charge:R:1
N -0.676 -0.355 -0.038 0.28
O -1.686 -0.708 0.511 -0.32
P 0.731 0.353 0.277 0.42
O 1.631 0.709 -0.750 -0.39
```

---

Record 4
The following is a quantum chemistry calculation of 3 unconnected molecules or ions with the total composition C13H26BF8N7O7PS2, from the Open Molecules 2025 dataset.

Charge   +1
Energy   -3382.54674 Ha
Max |F|   0.0183 Eh/bohr
Gap between HOMO and LUMO   8.8 eV

XYZ file:
```
65
Properties=species:S:1:pos:R:3:mulliken_charge:R:1
H 2.210 0.037 -1.258 0.41
N 6.738 -3.917 4.471 -0.36
H -6.883 1.552 -2.398 0.40
H 2.788 -2.768 2.526 0.18
H -1.669 -1.404 0.577 0.26
C -4.891 0.890 1.140 -1.63
H -1.035 0.792 2.446 0.36
H -1.018 3.069 -0.275 0.34
P -4.973 1.803 -1.563 0.64
F -2.121 -0.845 -3.206 -0.29
F 0.979 1.741 -4.652 -0.29
C -0.875 -0.870 1.100 -1.26
F 0.223 2.474 -2.216 -0.24
H -4.791 3.005 1.651 0.43
H -2.953 2.039 -2.249 0.38
H 4.510 -2.746 2.256 0.24
H 9.080 -2.980 4.175 0.17
O -3.803 1.809 -2.647 -0.51
C -4.318 0.634 -0.267 0.80
N -1.398 0.405 1.584 0.07
C 0.099 -0.236 -3.721 0.77
H 1.942 1.503 -0.291 0.54
C 1.502 0.847 -1.050 -1.19
N -2.834 0.809 -0.224 1.04
C -2.310 1.124 0.986 -0.85
H -2.323 0.122 -0.769 -0.12
H 0.576 -1.660 -0.268 0.37
B -2.538 3.555 0.936 0.32
C 7.062 -2.879 3.652 0.68
O 6.224 -2.291 2.972 -0.75
O -1.775 3.656 -0.196 -0.48
N 4.407 -3.134 -0.212 -0.35
O 0.239 0.355 -0.645 -0.15
C 3.305 -3.032 0.581 0.62
H -4.782 -0.038 1.715 0.63
N 8.374 -2.523 3.630 -0.42
S -5.526 3.530 -0.913 -0.32
N 3.567 -2.824 1.900 -0.24
H -4.682 -1.006 -1.985 0.19
F 0.429 -1.227 -2.852 -0.26
F -1.800 0.942 -4.486 -0.29
H 7.410 -4.407 5.032 0.18
H 4.262 -3.302 -1.190 0.22
H -5.966 1.069 1.054 0.48
C 1.201 0.858 -3.655 0.45
F 2.420 2.457 -2.458 -0.33
H -2.852 4.835 2.376 0.33
O -6.104 0.979 -2.321 -0.49
F 0.121 -0.746 -4.972 -0.30
S -4.703 -1.102 -0.651 -0.13
H 8.636 -1.758 3.037 0.22
N -2.810 2.260 1.630 0.05
H 5.342 -3.063 0.145 0.16
C 0.384 -0.731 0.270 -0.29
O -3.133 4.674 1.469 -0.54
C 1.326 1.658 -2.324 0.81
H -1.385 0.873 -2.526 -0.75
H 5.778 -4.202 4.507 0.20
H 1.249 -0.556 0.921 0.56
C -1.337 0.254 -3.420 1.25
H -4.437 1.905 2.971 0.34
O 2.166 -3.118 0.124 -0.71
C -4.293 2.075 1.901 -0.76
F 2.390 0.233 -3.858 -0.29
H -0.622 -1.463 1.983 0.50
```

---

Record 5
The following is a quantum chemistry calculation of 2 unconnected molecules or ions with the total composition C4H8NO at a distorted geometry, from the Open Molecules 2025 dataset.

Charge   +1
Energy   -286.79180 Ha
Max |F|   0.1220 Eh/bohr
Gap between HOMO and LUMO   8.3 eV
ΔE to the lowest compared entry with this formula, charge and spin   395.62 kJ/mol

XYZ file:
```
14
Properties=species:S:1:pos:R:3:mulliken_charge:R:1
C 0.630 0.066 -0.221 -0.68
H -0.913 -2.765 0.510 0.28
C -0.111 -2.087 0.479 -0.18
H -1.702 0.534 -1.613 0.41
H 1.514 -0.515 0.085 0.46
H -1.048 1.257 0.172 -0.09
H 0.882 -2.394 0.964 0.17
H 0.257 1.134 1.571 0.30
H 0.354 2.262 0.106 0.40
N -0.329 -1.005 -0.109 -0.20
C -2.089 0.532 -0.631 0.39
O -3.009 0.173 -0.001 -0.16
H 0.599 0.348 -1.252 0.27
C 0.154 1.286 0.514 -0.37
```

---

Record 6
The following is a quantum chemistry calculation of a molecular structure, C19H45BeN7O21S2 at a distorted geometry, from the Open Molecules 2025 dataset.

Charge   0
Energy   -3524.49837 Ha
Max |F|   0.1176 Eh/bohr
Gap between HOMO and LUMO   4.6 eV
ΔE to the lowest compared entry with this formula, charge and spin   19.46 kJ/mol

XYZ file:
```
95
Properties=species:S:1:pos:R:3:mulliken_charge:R:1
H 1.738 6.853 2.673 0.33
O 2.793 5.970 -4.631 -0.53
H 4.535 1.373 -3.635 0.31
O -0.200 -0.315 0.119 -0.47
O -2.983 1.164 4.508 -0.59
C 3.885 7.492 2.805 -0.34
H 1.268 2.675 -0.609 0.15
H -4.409 2.485 -0.914 0.30
C 3.949 -3.697 1.187 0.20
C -1.953 -1.943 -4.552 -0.77
H 4.400 6.629 3.228 0.33
N 1.963 6.795 -4.223 0.89
H 6.688 -5.069 0.367 0.29
O 1.624 -7.843 -2.866 -0.36
H 1.971 5.900 -2.384 0.26
O -6.343 -3.015 2.208 -0.61
O -2.128 -3.843 -5.930 -0.51
H -0.207 0.922 -1.465 0.15
H 0.787 -6.220 -3.845 0.28
H 0.882 -4.959 -1.301 0.28
H 3.486 -6.141 2.389 0.29
C 0.492 -5.888 -1.717 -0.18
O 4.082 8.439 -0.452 -0.49
O -6.415 3.557 -2.240 -0.51
N -4.891 -4.708 2.062 0.09
O 0.496 -7.006 -0.808 -0.33
C 5.668 -4.882 0.030 -0.94
O 1.178 2.235 1.411 -0.48
N 4.640 -4.864 1.090 0.08
H 2.319 -5.934 -2.984 0.27
C 1.239 6.406 -3.013 -0.74
H -0.904 -2.046 -4.276 0.26
N -3.992 3.208 4.740 0.10
O 6.520 1.666 -1.085 -0.52
C -3.961 1.847 4.757 0.14
H -5.494 4.119 5.786 0.36
H -4.674 1.039 -1.892 0.28
H 5.125 -6.749 2.134 0.29
C -5.216 3.962 4.744 -0.96
H 2.790 6.342 1.410 0.24
H 0.817 7.319 -2.594 0.31
H 3.592 8.137 3.634 0.27
O -0.394 -9.240 -1.776 -0.51
O 2.963 -3.651 1.876 -0.61
H -1.944 -1.214 -5.362 0.32
C 0.432 0.688 -0.613 -0.13
H -6.084 3.435 4.346 0.33
C -4.553 2.122 -1.932 -0.67
O 2.344 8.359 1.393 -0.36
O 4.682 8.300 1.959 -0.32
H -1.901 3.502 4.814 0.30
H -4.674 -3.016 0.997 0.25
H -5.070 -6.382 3.240 0.27
H -0.307 2.717 0.037 0.24
C 0.610 2.129 0.068 -0.10
H 4.224 -2.839 0.553 0.34
C 2.601 7.173 2.090 -0.25
H 0.484 5.695 -3.349 0.31
H 5.375 -5.612 -0.725 0.31
C 4.313 -6.180 1.681 -0.82
N -5.687 2.750 -2.742 0.86
H -3.663 2.350 -2.518 0.26
H -2.835 4.636 3.818 0.31
H 5.622 2.695 -3.578 0.31
O 1.843 7.967 -4.570 -0.50
O -3.455 -3.610 -4.256 -0.50
H 5.731 -3.959 -0.546 0.31
H -2.885 -4.365 1.362 0.28
H 3.998 -6.787 0.832 0.28
H -2.491 -1.457 -3.739 0.32
N 5.886 1.140 -1.998 0.86
O -5.786 2.380 -3.911 -0.52
H 1.307 0.460 -1.221 0.24
H -6.401 -5.175 3.479 0.29
O 3.872 10.482 1.046 -0.50
C 5.078 2.006 -2.932 -0.70
H -0.567 -5.702 -1.894 0.23
H -6.385 -6.307 2.189 0.33
N -2.509 -3.306 -4.915 0.89
H 4.388 2.637 -2.372 0.23
H -5.120 4.906 4.209 0.32
H -4.996 1.481 4.850 0.28
H -3.879 -5.701 0.630 0.39
C -3.585 -5.181 1.542 -0.93
H -2.984 4.785 5.561 0.33
C -5.730 -5.655 2.766 -0.82
S 3.810 9.047 0.810 1.09
O 6.040 -0.030 -2.288 -0.51
H -3.108 -5.915 2.192 0.27
S 0.850 -8.527 -1.469 1.08
Be 0.522 -0.399 3.514 0.39
O 1.716 -9.186 -0.524 -0.50
C -2.828 4.072 4.751 -0.91
C -5.369 -3.523 1.684 0.20
C 1.339 -6.407 -2.924 -0.26
```